Here is a molecular structure, C18H14BrN4O2PdSbSe4 from the OMol25 dataset. Energies are from the ωB97M-V functional and the def2-TZVPD basis.

Positions of all 45 atoms, in Å:
Pd: 0.0646 0.6504 0.1480
O: 3.6384 -1.4479 0.8419
C: 2.5899 -0.9765 0.4592
N: 1.6283 -0.3260 1.1691
C: 1.4678 -0.4866 2.5201
O: 2.2309 -0.9813 3.3147
C: 0.0688 -0.0945 2.9495
C: -0.1803 0.2251 4.2705
C: -1.4634 0.5891 4.6340
C: -2.4625 0.5821 3.6745
C: -2.1327 0.2439 2.3752
N: -0.8916 -0.0843 2.0123
C: 2.2053 -1.1428 -1.0064
C: 3.1798 -1.5063 -1.9244
C: 2.8193 -1.6694 -3.2495
C: 1.4906 -1.4918 -3.6091
C: 0.5800 -1.1486 -2.6260
N: 0.9264 -0.9663 -1.3519
H: 0.6385 0.1993 4.9745
H: -1.6823 0.8936 5.6487
H: -3.4745 0.8680 3.9166
H: -2.8815 0.2315 1.5936
H: 4.1892 -1.6538 -1.5667
H: 3.5581 -1.9407 -3.9926
H: 1.1588 -1.6220 -4.6299
H: -0.4691 -1.0095 -2.8606
C: 4.0640 2.4837 -3.8230
C: 2.6292 2.3780 -3.3949
C: 1.5684 2.6247 -4.2602
C: 0.2579 2.4805 -3.8285
C: 0.0786 2.0819 -2.5208
Br: -1.6457 1.7074 -1.8218
N: 1.0588 1.8674 -1.6667
C: 2.3104 2.0116 -2.0934
H: 4.1475 2.9334 -4.8108
H: 4.5278 1.4964 -3.8599
H: 4.6381 3.0899 -3.1225
H: 1.7655 2.9260 -5.2817
H: -0.5851 2.6595 -4.4787
H: 3.0852 1.8358 -1.3548
Se: -3.1424 4.0742 3.7470
Sb: -0.8676 4.1920 3.0043
Se: 0.1804 3.0483 1.1001
Se: -0.7163 6.6075 2.4190
Se: 0.2750 3.7914 5.1738

Forces on the atoms, in the same order (eV/Å):
0.184 -0.039 0.170
0.027 0.034 -0.011
-0.019 -0.028 0.005
0.212 0.025 -0.057
-0.227 -0.296 -0.155
0.120 0.155 0.114
-0.002 0.012 0.112
0.012 -0.158 -0.031
-0.069 -0.014 0.058
-0.036 -0.074 -0.022
-0.042 -0.188 -0.016
0.088 0.395 0.122
-0.008 -0.065 -0.004
-0.001 -0.022 0.023
0.000 0.001 -0.004
-0.005 -0.011 -0.004
-0.071 -0.045 0.023
0.053 0.013 -0.028
0.012 0.007 -0.012
-0.005 -0.004 -0.006
-0.005 0.002 -0.012
0.005 0.077 -0.025
0.003 0.000 0.000
0.004 -0.002 -0.001
0.001 -0.006 0.001
0.005 0.021 -0.007
0.003 0.014 -0.013
-0.023 0.031 -0.006
0.004 -0.021 0.038
0.041 0.034 0.010
-0.032 0.019 -0.006
-0.260 0.097 -0.235
-0.162 -0.251 -0.059
0.060 0.108 0.111
-0.001 0.001 -0.002
-0.002 -0.004 0.001
0.000 -0.002 0.004
0.000 0.004 -0.004
-0.001 -0.006 -0.006
-0.004 -0.046 -0.005
0.008 0.048 -0.007
-0.091 -0.129 -0.011
0.222 0.280 -0.073
-0.015 -0.003 0.012
0.016 0.034 0.017

Summary:
Spin multiplicity: 5
Maximum force (eV Å⁻¹): 0.423
ΔE to the lowest compared entry with this formula, charge and spin (kcal per mole): 23.0
LUMO (alpha / beta) (eV): -0.58 / -2.24
Electronic energy (eV): -370393.3017

Results of the Mulliken charge analysis, in e, for atoms 1 through 2:
1 Pd 0.048
2 O -0.642